ORCA calculation (ωB97M-V/def2-TZVPD) on 11 unconnected molecules or ions with the total composition H21O11.

Properties
- DFT total energy: -840.241661 hartree
- Orbital gap: 9.3 eV
- HOMO level: -6.16 eV
- Molar mass: 197.2 g mol⁻¹
- Relative energy (zero: lowest compared OMol25 entry of this formula, charge and spin): 269.6 kJ/mol
- Max |F|: 0.0439 Eh/bohr

```
! RIJCOSX wB97M-V def2-TZVPD def2/J DEFGRID3
* xyz -1 1
O -3.734 -1.830 2.295
O 4.606 1.723 -0.456
O 2.071 -1.661 0.993
O 1.930 1.016 -0.648
O -1.914 -0.025 1.865
O 0.377 1.869 -2.953
O 0.422 -4.811 1.119
O -0.840 1.705 -0.230
O 0.093 -0.759 -0.520
O -0.636 -0.383 -3.090
O -2.082 3.276 1.670
H -0.435 -0.965 0.253
H -2.553 0.652 2.101
H -1.149 3.442 1.498
H 4.115 2.087 0.286
H -0.255 0.858 -0.357
H 4.740 0.807 -0.184
H 1.374 -1.207 0.456
H -2.078 2.321 1.648
H 2.007 -2.599 1.124
H 1.313 2.072 -3.010
H -0.966 1.780 -1.190
H 0.068 1.212 -3.580
H -1.457 -0.240 -3.546
H 1.331 1.763 -0.670
H -0.365 -4.715 1.657
H -3.856 -1.870 1.334
H -2.951 -1.310 2.547
H 1.503 0.110 -0.782
H 1.123 -4.228 1.400
H -1.437 0.346 1.098
H -0.368 -0.435 -2.128
*
```


ORCA calculation (ωB97M-V/def2-TZVPD) on 4 unconnected molecules or ions with the total composition C31H70N7O3.

Properties
- DFT total energy: -1831.668237 hartree
- Orbital gap: 7.0 eV
- HOMO level: -9.82 eV
- Molar mass: 588.9 g mol⁻¹
- Max |F|: 0.1085 Eh/bohr

```
! RIJCOSX wB97M-V def2-TZVPD def2/J DEFGRID3
* xyz 1 1
O -1.528 4.923 -0.585
O -2.302 2.746 -0.880
O -1.410 2.014 -2.853
N 4.022 4.105 3.654
N 4.957 2.266 -2.232
N -5.780 -0.836 -1.385
N 1.840 1.303 -2.984
N 3.285 4.118 -2.471
N 4.748 3.533 -4.261
N -0.904 -5.109 0.343
C -2.983 -6.459 0.980
C -1.505 1.764 -1.614
C 4.786 3.281 2.726
C 1.752 -0.224 -3.023
C 4.859 4.996 4.458
C 3.924 2.938 -3.118
C -0.860 0.465 -0.948
C -6.131 -2.763 0.169
C -1.299 -4.814 -1.029
C 0.743 0.451 -0.883
C 1.175 -0.902 -1.646
C 3.927 2.573 1.684
C -7.030 -1.035 -2.114
C -0.017 -7.472 -0.076
C -1.452 3.710 -0.246
C 2.389 -1.704 -0.938
C 1.599 1.626 -1.553
C -8.298 -0.407 -1.537
C 2.951 3.431 4.382
C -0.414 3.371 0.932
C 2.148 -1.877 0.654
C -5.153 0.472 -1.566
C 0.211 -6.051 0.433
C 5.839 4.356 5.438
C -2.247 -3.625 -1.153
C -1.992 -5.339 1.291
C 3.322 2.221 5.238
C -5.760 -1.294 -0.001
C 2.947 1.883 -3.794
C 2.663 -0.944 1.631
C -5.805 1.671 -0.892
H -0.629 -8.056 0.613
H -0.483 -7.495 -1.064
H 5.332 3.958 6.318
H -5.495 -3.402 -0.450
H 5.535 1.738 -2.923
H -7.200 -2.113 -2.209
H 0.943 -7.991 -0.160
H -3.879 -6.336 1.595
H 1.876 -0.330 2.211
H 3.307 3.288 1.135
H -0.252 2.241 1.070
H -1.758 -5.681 -1.520
H -1.573 -5.507 2.289
H -0.886 3.732 1.924
H 1.557 -2.812 0.963
H 5.487 3.922 2.179
H 4.813 2.752 -4.943
H 2.415 -2.771 -1.384
H 2.426 4.159 5.010
H -1.284 0.411 0.128
H -6.907 -0.692 -3.147
H -6.713 1.984 -1.407
H 0.934 -0.421 -3.800
H -2.417 -3.396 -2.209
H 4.003 1.536 4.726
H -1.324 -0.445 -1.487
H 0.988 1.550 -3.540
H -0.402 -4.569 -1.610
H 2.419 1.656 5.484
H 0.549 3.932 0.697
H 4.219 5.695 5.008
H -4.120 0.405 -1.198
H 3.774 -0.791 1.829
H -7.176 -2.956 -0.086
H 2.586 1.620 -0.976
H -4.745 -1.175 0.394
H -8.391 -0.559 -0.459
H -3.305 -6.460 -0.064
H 4.085 4.203 -4.714
H 2.509 2.349 -4.758
H 6.545 5.111 5.797
H 0.560 -6.101 1.470
H -1.824 -2.734 -0.680
H -6.044 1.483 0.158
H 5.588 3.052 -1.966
H 5.435 5.628 3.772
H -5.054 0.682 -2.636
H 3.776 2.520 6.183
H 4.569 2.060 0.961
H -2.570 -7.441 1.216
H -8.349 0.662 -1.743
H 2.699 -0.795 -3.314
H 1.056 -5.627 -0.125
H -5.993 -3.061 1.212
H 3.278 1.818 2.135
H -3.221 -3.831 -0.705
H 0.383 -1.704 -1.875
H 1.202 2.694 -1.438
H 5.394 2.531 3.248
H -9.176 -0.862 -2.004
H 6.428 3.557 4.981
H -5.119 2.523 -0.919
H 3.871 4.949 -2.641
H 0.950 0.581 0.231
H -2.558 -4.406 1.392
H 3.397 -1.177 -1.078
H -6.416 -0.690 0.639
H 2.195 3.111 3.655
H 3.599 1.003 -4.172
H 3.366 3.923 -1.449
*
```


ORCA calculation (ωB97M-V/def2-TZVPD) on C2H6N2 in the gas phase.

Properties
- DFT total energy: -189.184627 hartree
- Orbital gap: 8.7 eV
- HOMO level: -7.68 eV
- Molar mass: 58.1 g mol⁻¹
- Relative energy (zero: lowest compared OMol25 entry of this formula, charge and spin): 380.5 kJ/mol
- Max |F|: 0.0512 Eh/bohr

```
! RIJCOSX wB97M-V def2-TZVPD def2/J DEFGRID3
* xyz 0 1
N 0.487 0.355 0.902
N -0.215 -0.511 0.203
C 0.687 1.523 -0.042
C -0.674 -1.794 0.242
H -0.508 -2.486 1.096
H 0.981 2.409 0.443
H -0.189 1.642 -0.635
H -1.299 -2.090 -0.606
H 1.272 1.230 -0.867
H -0.542 -0.277 -0.737
*
```


ORCA calculation (ωB97M-V/def2-TZVPD) on a molecular structure, C24H20FN5O2Re.

Properties
- DFT total energy: -1528.395734 hartree
- Orbital gap (alpha / beta): 6.9 / 6.8 eV
- HOMO level (alpha / beta): -14.14 / -14.74 eV
- Molar mass: 615.7 g mol⁻¹
- Relative energy (zero: lowest compared OMol25 entry of this formula, charge and spin): 0.0 kJ/mol
- Max |F|: 0.0562 Eh/bohr

```
! RIJCOSX wB97M-V def2-TZVPD def2/J DEFGRID3
* xyz 2 4
Re -0.017 0.546 -0.011
F 5.124 2.515 -2.610
O 0.809 -4.534 2.116
O -1.920 3.925 -0.974
N 0.443 -1.341 -0.625
N 0.088 2.100 1.316
N -1.416 1.652 -0.775
N -1.908 -0.320 0.741
N 0.567 -6.014 0.392
C -4.418 -1.573 1.097
C -1.311 3.017 -0.424
C 2.870 0.649 -0.600
C 0.928 -3.955 -1.478
C -0.461 3.239 0.791
C 0.532 4.547 2.524
C 0.729 2.169 2.508
C 1.615 1.154 -1.007
C -2.110 -1.230 1.728
C -2.720 1.050 -1.097
C -4.242 -0.636 0.072
C -2.979 0.006 -0.068
C -3.334 -1.830 1.953
C 0.778 -3.662 -0.097
C -0.233 4.511 1.373
C 4.085 1.038 -1.197
C 0.665 -4.738 0.908
C 2.787 2.613 -2.604
C 1.099 3.370 3.100
C 0.603 -2.353 0.334
C 3.964 2.050 -2.150
C 1.598 2.113 -2.070
C 0.842 -2.902 -2.362
C 0.461 -1.617 -1.961
H 0.410 -6.746 1.081
H -3.496 -2.370 2.933
H 2.783 3.443 -3.284
H 0.692 -2.076 1.374
H 5.020 0.630 -0.845
H 1.771 3.379 3.969
H -0.662 5.365 0.844
H 1.111 -3.032 -3.415
H 0.837 1.179 2.965
H 0.139 -6.138 -0.531
H -5.385 -2.132 1.132
H -1.223 -1.464 2.325
H 1.082 -4.963 -1.792
H -3.487 1.831 -1.147
H 0.293 -0.759 -2.633
H 2.926 -0.063 0.241
H -2.672 0.571 -2.105
H 0.675 2.626 -2.398
H 0.731 5.508 3.014
H -5.060 -0.350 -0.569
*
```


ORCA calculation (ωB97M-V/def2-TZVPD) on 2 unconnected molecules or ions with the total composition C9H13ClN2S.

Properties
- DFT total energy: -1318.482436 hartree
- Orbital gap (alpha / beta): 6.6 / 7.1 eV
- HOMO level (alpha / beta): -7.80 / -8.45 eV
- Molar mass: 216.7 g mol⁻¹
- Relative energy (zero: lowest compared OMol25 entry of this formula, charge and spin): 141.1 kJ/mol
- Max |F|: 0.0643 Eh/bohr

```
! RIJCOSX wB97M-V def2-TZVPD def2/J DEFGRID3
* xyz 0 1
Cl 2.826 3.087 2.850
S 1.385 1.782 3.595
N 1.055 1.180 0.925
N 0.168 2.585 4.186
C 1.861 -1.425 1.153
C -1.309 -2.519 -2.601
C 0.175 -1.925 -0.690
C -1.075 -0.127 -1.754
C -1.223 2.175 -0.695
C -0.603 0.778 -0.849
C 0.695 -1.034 0.252
C 0.376 0.385 0.135
C -0.745 -1.509 -1.679
H -0.995 2.652 0.399
H 2.799 -0.883 1.022
H -0.787 -3.424 -2.697
H -0.745 2.951 -1.428
H -2.385 2.166 -0.848
H -2.318 -3.004 -2.344
H 0.434 -3.079 -0.660
H -1.299 -1.994 -3.607
H 1.508 -1.175 2.193
H -1.763 0.329 -2.471
H -0.732 2.548 3.775
H 0.595 2.074 0.840
H 2.102 -2.596 0.998
*
```


ORCA calculation (ωB97M-V/def2-TZVPD) on a molecular structure, C19H36KN2O9.

Properties
- DFT total energy: -2131.903422 hartree
- Orbital gap: 1.6 eV
- HOMO level: -1.70 eV
- Molar mass: 475.6 g mol⁻¹
- Relative energy (zero: lowest compared OMol25 entry of this formula, charge and spin): 675.8 kJ/mol
- Max |F|: 0.1107 Eh/bohr

```
! RIJCOSX wB97M-V def2-TZVPD def2/J DEFGRID3
* xyz -1 1
K -17.199 31.969 12.242
O -16.426 33.164 8.021
O -12.371 35.583 14.472
O -23.238 29.996 14.965
O -15.780 26.654 13.576
O -11.264 40.850 14.739
O -21.439 30.286 19.371
O -21.558 36.537 8.286
O -14.513 37.466 14.309
O -9.269 38.938 14.068
N -19.297 34.428 8.023
N -21.339 31.478 16.606
C -23.608 29.364 13.762
C -22.624 32.064 16.270
C -21.511 31.683 19.108
C -12.949 39.221 14.333
C -10.829 37.211 14.387
C -20.815 32.048 17.788
C -20.269 36.592 8.839
C -16.959 34.004 7.004
C -10.453 38.589 14.293
C -14.589 26.017 13.219
C -13.231 37.878 14.328
C -18.538 33.801 6.940
C -11.583 39.688 14.374
C -21.521 29.917 20.730
C -19.247 35.889 7.894
C -22.640 36.959 9.109
C -23.134 31.435 14.910
C -15.007 33.161 8.160
C -12.152 36.854 14.405
H -18.982 34.201 6.028
H -19.507 36.136 6.864
H -13.911 25.706 14.014
H -22.561 33.140 16.106
H -24.604 29.744 13.533
H -22.630 38.032 9.301
H -13.707 39.987 14.264
H -20.984 32.254 19.873
H -23.746 28.319 14.038
H -16.498 33.828 6.032
H -13.990 26.661 12.574
H -10.043 36.482 14.517
H -20.242 34.326 7.680
H -20.626 30.158 21.303
H -20.679 33.128 17.734
H -20.229 36.096 9.809
H -21.779 28.859 20.771
H -24.099 31.871 14.653
H -22.882 29.411 12.951
H -18.674 32.722 6.866
H -16.239 26.032 14.145
H -23.616 36.722 8.685
H -19.949 37.623 8.992
H -21.425 30.480 16.738
H -14.438 32.801 7.303
H -14.660 34.150 8.460
H -22.426 31.773 14.154
H -22.398 30.388 21.175
H -23.393 31.976 17.037
H -16.708 35.058 7.122
H -19.854 31.550 17.922
H -22.694 36.432 10.062
H -14.724 32.482 8.965
H -22.556 31.993 19.066
H -14.809 25.129 12.627
H -18.287 36.287 8.222
*
```